Record 1
The following is a quantum chemistry calculation of a single C4H5NOS2 molecule at a distorted geometry, from the OMol25 dataset.

XYZ file:
```
13
Properties=species:S:1:pos:R:3:forces:R:3
C 1.2848 -0.1240 -0.7066 0.4 -2.9 1.6
C -0.8348 0.7912 -0.1397 1.7 4.3 3.3
C -1.2401 -0.3970 0.6836 -5.0 0.6 -6.0
C -2.4512 -0.8216 0.0435 1.2 -1.6 3.3
H 4.4930 0.4415 0.3381 -1.2 1.2 0.2
H 0.6241 -1.1300 -0.7783 1.9 2.3 -0.7
H -0.7106 -0.9491 1.4180 0.6 -0.2 0.3
H -3.1032 -0.2752 -0.7329 1.7 -0.8 1.4
H -2.8581 -1.8288 0.4969 0.4 2.1 -1.2
N 2.5542 -0.1825 -0.4627 -2.7 0.2 -0.4
O 0.5153 0.9684 -0.4434 -0.4 -0.8 -0.5
S 3.2735 1.1519 0.3355 1.5 -1.2 -0.6
S -1.5470 2.3552 -0.0520 0.1 -3.0 -0.7
```
Forces are in eV/Å.

Calculated values
* LUMO: -1.033 eV
* relative energy (zero: lowest compared OMol25 entry of this formula, charge and spin): 4.372 eV
* Kohn-Sham gap: 7.816 eV
* strongest force on any atom: 7.9 eV/Å
* M: 147.2 g mol⁻¹
* HOMO level: -0.325 Eh

Atomic partial charges in e from the Löwdin method, atoms 1 to 5: C -0.352; C -0.738; C -0.137; C 0.029; H -0.102

---

Record 2
The following is a quantum chemistry calculation of a 6-piece molecular cluster, C24H38O17S overall at a distorted geometry, from the OMol25 dataset.

XYZ file:
```
80
Properties=species:S:1:pos:R:3:forces:R:3
C 27.6930 15.9930 37.1260 3.2 1.1 1.7
C 27.7790 16.5280 38.5450 -0.9 -2.4 -2.0
C 26.5770 16.3890 39.4070 -0.9 1.0 2.9
O 26.9180 15.1820 40.0380 -0.1 -0.8 1.2
C 28.2550 15.1000 40.0680 1.1 -5.5 2.2
O 28.8430 14.1470 40.5950 -1.2 2.7 -0.9
O 28.8370 15.9950 39.3250 0.1 1.5 -0.8
H 26.8530 16.4100 36.7900 -3.2 2.2 -1.9
H 27.4840 15.0110 37.0230 -0.2 -3.6 0.1
H 28.5510 16.2710 36.5060 -0.1 0.0 0.2
H 27.7790 17.5000 38.4450 1.6 5.3 -0.5
H 25.5220 16.2720 39.0460 1.3 0.4 -0.2
H 26.6450 17.2650 40.2670 -0.5 -1.9 -2.1
C 30.7870 20.4730 38.7810 -0.2 0.6 -2.6
C 32.1150 19.5360 38.5710 -2.5 5.4 4.6
C 33.4500 20.4140 38.6200 -0.4 0.7 0.2
O 33.9860 20.0090 39.8270 0.7 -1.2 2.9
C 33.1440 19.2220 40.5320 2.2 0.0 5.4
O 33.2850 18.8710 41.7170 0.4 0.9 -3.2
O 32.0900 18.9360 39.8880 -1.2 -1.4 -2.3
H 30.4460 21.0050 39.7140 1.5 -1.3 -0.1
H 29.8670 19.9010 38.4650 1.0 0.7 0.0
H 30.9790 21.3550 38.1110 -0.7 -0.8 0.0
H 31.9590 18.7790 37.9020 0.0 -1.5 -2.2
H 33.4840 21.5940 38.7880 -1.0 -2.4 -1.5
H 34.1910 20.0160 37.9590 0.1 0.6 -1.4
C 30.8660 14.2980 34.3350 0.5 2.4 -0.7
C 29.8940 13.1570 34.4190 4.9 -2.3 2.3
C 29.6100 12.7910 35.8910 0.3 2.8 -0.6
O 28.3140 12.3790 35.8260 -2.2 -1.7 1.8
C 27.7320 12.7690 34.7010 -4.2 -0.2 2.0
O 26.5180 12.7800 34.5520 2.5 -0.2 -0.4
O 28.6530 13.2170 33.9390 -1.2 2.6 -5.2
H 30.5370 15.1670 35.0210 0.4 -1.0 -1.3
H 30.8580 14.6080 33.2110 0.5 -0.1 2.1
H 31.9550 14.0300 34.7140 -2.4 0.1 -1.0
H 30.5020 12.3440 33.9070 -1.2 0.3 0.5
H 29.6390 13.7040 36.5610 0.4 -0.9 -0.5
H 30.2120 12.0190 36.1880 1.6 -1.7 1.2
C 34.4550 9.2810 39.5630 -3.4 2.1 -0.7
C 33.9420 9.4510 38.1700 -0.1 -1.4 -0.3
C 32.5150 9.9710 38.0660 1.5 0.4 1.5
O 32.6310 11.0100 37.0280 -3.1 -0.8 2.5
C 33.8740 11.2870 36.8460 2.5 2.9 -2.3
O 34.1970 12.2570 36.1340 -0.1 -2.8 2.0
O 34.6770 10.4040 37.4700 1.3 2.0 -1.1
H 35.4180 9.0180 39.6630 4.1 0.6 0.0
H 34.1220 8.3940 39.9540 -2.0 -2.3 1.0
H 33.9950 10.1020 40.1330 1.1 -0.1 0.4
H 33.9900 8.5190 37.5800 0.3 0.2 0.3
H 32.0580 9.9850 39.1070 0.3 2.0 -1.3
H 32.0170 9.2180 37.6410 -2.4 -2.6 -2.0
C 38.2650 14.0930 38.0340 3.3 -1.4 -1.6
C 38.7030 12.7840 37.1900 1.3 1.6 3.2
C 37.5010 12.3030 36.5080 0.2 9.6 -4.5
O 37.8970 12.3390 35.1080 -2.6 -1.6 0.2
C 39.1150 12.7200 34.9500 3.7 2.3 -2.3
O 39.7070 12.8980 33.8780 -1.7 -0.9 2.5
O 39.6970 13.0910 36.1300 -1.6 -1.0 1.2
H 37.8210 13.7740 38.9050 -2.3 -0.9 1.4
H 37.7490 14.8220 37.4330 -0.4 0.0 0.0
H 39.1080 14.5320 38.5470 0.9 0.5 -0.6
H 39.0560 11.9040 37.9240 -0.1 2.2 -1.7
H 36.4980 12.8630 36.6650 2.0 0.1 -0.6
H 37.2440 11.5050 36.8460 -2.5 -10.4 2.8
C 32.2870 15.6010 38.5990 -1.2 -1.2 1.5
C 32.2540 15.8100 40.1500 -0.9 -6.2 -1.8
C 33.6410 15.4560 40.6600 -2.0 0.2 1.6
S 34.1000 14.0620 39.6940 4.0 3.7 -1.6
O 33.8050 12.8630 40.3620 -0.3 -2.6 1.3
O 35.4630 14.4240 39.2350 -1.7 -1.4 0.3
C 32.9410 14.2180 38.3780 5.1 7.2 -1.7
H 32.6940 16.4540 38.0780 0.3 -0.1 -0.4
H 31.2530 15.3870 38.3640 -0.4 0.8 -0.7
H 31.3560 15.1430 40.5090 1.9 1.1 -0.2
H 32.1180 16.7310 40.4140 -1.5 5.3 1.4
H 33.5220 15.1750 41.7360 0.7 0.2 -0.8
H 34.1900 16.3940 40.5080 0.7 -0.9 0.1
H 32.3710 13.4930 38.5320 -5.5 -6.0 1.0
H 33.4120 14.1610 37.3990 0.3 -0.3 0.2
```
Forces are in eV/Å.

Calculated values
* LUMO: -0.061 eV
* relative energy (zero: lowest compared OMol25 entry of this formula, charge and spin): 1.210 eV
* Kohn-Sham gap: 9.974 eV
* strongest force on any atom: 11.0 eV/Å
* M: 630.6 g mol⁻¹
* HOMO level: -0.369 Eh

Atomic partial charges in e from the Löwdin method, atoms 1 to 5: C 0.033; C -0.323; C -0.092; O 0.069; C -0.570

---

Record 3
The following is a quantum chemistry calculation of an isolated ion of composition C23H13FNO3S and charge -1 at a distorted geometry, from the OMol25 dataset.

XYZ file:
```
42
Properties=species:S:1:pos:R:3:forces:R:3
O 2.6884 -4.3693 2.7961 -1.9 2.0 0.8
O -2.4714 -2.6757 0.1037 -2.7 -0.8 0.0
O 1.0464 -3.1603 3.8810 -1.0 -0.1 1.1
F 6.5995 -1.3646 3.8761 0.2 0.2 -0.7
N 2.4285 0.0159 0.5091 -0.8 0.6 -0.1
C 1.9064 -3.3478 3.0370 3.1 -3.5 -0.7
C 1.2081 -0.5541 0.6561 2.5 1.5 -0.7
C -5.3667 2.6550 -3.8545 0.5 1.1 -0.3
C -4.0575 2.8987 -4.3144 -0.7 -0.4 1.1
C -5.5243 2.1259 -2.5882 2.2 -0.9 0.4
C -2.9893 2.5668 -3.4100 -0.3 0.2 -3.0
C -4.4435 1.6982 -1.7667 -1.1 1.2 0.0
C -0.9443 2.1197 -1.0413 0.8 -1.1 0.9
C 0.1464 1.5329 -0.3701 -1.3 -0.9 0.1
C -2.1351 0.0020 -1.2275 1.7 -2.0 1.0
C 5.8400 0.0287 2.0209 -1.7 -1.6 -0.3
C 5.7245 -1.1226 2.8623 -3.5 0.6 0.1
C -3.1319 1.9702 -2.1903 -2.7 -0.2 0.4
C -2.0520 1.3956 -1.4254 0.3 -1.8 -0.4
C 0.0962 0.1368 -0.0775 -0.7 -0.1 -1.3
C -1.0102 -0.6322 -0.5954 0.2 1.4 1.3
C 1.0558 -1.6796 1.4491 -0.6 -2.6 0.2
C 4.7606 0.3400 1.1885 0.1 -2.4 1.7
C 4.4927 -1.8091 2.9261 2.8 -0.2 -0.1
C 2.1493 -2.2433 2.1114 0.3 2.5 -1.2
C 3.5135 -0.4070 1.2099 0.0 -0.5 0.0
C 3.4282 -1.5800 2.0014 -0.4 0.4 1.5
S -1.0746 -2.4460 -0.1932 2.0 0.8 0.1
C -0.2973 -2.4506 1.4779 0.4 2.6 0.1
H -6.3065 2.9839 -4.3759 1.3 -0.5 0.2
H -3.9796 3.2942 -5.3458 0.7 -0.3 0.9
H -6.5088 1.9485 -2.3428 -2.0 -0.4 1.2
H -2.0104 2.4907 -3.8376 0.6 0.6 -0.1
H -4.5920 1.2957 -0.7387 -0.1 0.1 -1.1
H -1.0264 3.1651 -1.1728 0.4 1.0 -0.2
H 0.9440 2.1643 0.0000 0.1 -0.3 0.0
H -2.9721 -0.7173 -1.5137 1.0 1.5 0.2
H 6.7549 0.5472 2.0328 0.9 0.8 -0.2
H 4.8582 1.0398 0.4427 0.1 1.9 -1.3
H 4.5404 -2.5529 3.7254 -0.9 -0.1 -0.5
H -0.2940 -3.4245 1.9613 0.4 -0.3 -0.7
H -0.9940 -1.8787 2.1131 -0.1 0.0 -0.4
```
Forces are in eV/Å.

Calculated values
* LUMO: 2.210 eV
* Kohn-Sham gap: 7.317 eV
* net charge: -1
* strongest force on any atom: 4.7 eV/Å
* M: 402.4 g mol⁻¹
* HOMO level: -0.188 Eh

Atomic partial charges in e from the Löwdin method, atoms 1 to 5: O -0.076; O -0.542; O 0.017; F 0.026; N 0.145

---

What is the formula in the second record? C24H38O17S

---

Which of these has the lowest LUMO? C4H5NOS2

---

Which value of LUMO does entry 3 give? 2.210 eV

---

Among the records above, which one has the highest strongest force on any atom? C24H38O17S